A 9-piece molecular cluster, C33H86N2O21S7 overall in a non-equilibrium geometry, computed with ωB97M-V with the def2-TZVPD basis set.

- total charge = +1
- 2S+1 = 2
- HOMO level (alpha / beta) (eV) = -9.2 / -9.2
- gap between HOMO and LUMO (alpha / beta) (eV) = 6.92 / 2.20
- M (g mol⁻¹) = 1071.5
- calculated total energy (hartree) = -5785.25196

Last column: Mulliken charge in e.
Cartesian coordinates (Å):
C  -5.616261  -1.364418  6.780094  -1.218
C  -5.737157  -1.041206  5.307421  -0.339
N  -4.489997  -0.479321  4.806506  0.613
C  -4.198577  0.907852  5.271238  -0.845
C  -2.741985  1.257055  5.248097  -0.449
C  -4.384879  -0.549464  3.347276  -0.119
C  -4.119899  -2.010195  2.960265  -0.998
H  -4.998095  -2.250932  6.921781  0.336
H  -6.597216  -1.592373  7.197062  0.411
H  -5.296135  -0.511795  7.378965  0.330
H  -5.971837  -1.932521  4.725552  0.372
H  -6.522981  -0.326772  5.062130  0.383
H  -4.809971  1.625024  4.723552  0.293
H  -4.526678  1.071415  6.297733  0.525
H  -2.407595  1.138497  4.217454  -0.281
H  -2.552143  2.299471  5.503855  0.482
H  -2.096167  0.598869  5.829311  0.323
H  -3.764783  0.176765  2.821735  0.066
H  -5.391244  -0.312992  3.001721  0.338
H  -3.100631  -2.352871  3.138502  0.151
H  -4.130789  -2.189881  1.885234  0.249
H  -4.881981  -2.701187  3.320636  0.393
C  4.582122  -2.069071  -5.621262  -1.563
C  4.569138  -0.767078  -4.836539  0.009
N  5.838984  -0.561459  -4.109244  0.118
C  6.079133  -1.489844  -2.978032  -1.089
C  4.937313  -1.472453  -1.944698  -0.319
C  5.967315  0.829217  -3.657926  -0.261
C  6.572007  1.713871  -4.764406  -1.478
H  5.573840  -2.378312  -5.951360  0.381
H  4.061904  -1.952328  -6.571971  0.452
H  4.049617  -2.860839  -5.094346  0.256
H  4.389352  0.006795  -5.582799  0.440
H  3.687696  -0.664110  -4.203648  0.068
H  6.323442  -2.487425  -3.343063  0.376
H  7.020524  -1.234260  -2.491680  0.453
H  4.651132  -0.471531  -1.621652  0.072
H  3.999807  -1.902211  -2.297532  0.027
H  5.171276  -2.059787  -1.056773  0.484
H  6.570216  0.932383  -2.755732  0.392
H  5.030857  1.290325  -3.344022  0.167
H  6.792869  2.717386  -4.400696  0.409
H  5.921013  1.774950  -5.636512  0.297
H  7.543632  1.371838  -5.120873  0.326
O  0.477081  0.351044  1.339030  -0.134
S  -0.720130  -0.207363  0.626255  0.572
O  -2.052163  0.351157  0.779971  -0.503
O  -0.406728  -0.289539  -1.067832  0.403
C  0.940329  -0.541419  -1.464006  -0.116
C  0.815885  -0.684044  -2.989781  0.140
C  -0.821842  -2.071024  0.915297  -0.561
H  1.234688  -1.473204  -0.981066  0.368
H  1.568594  0.297044  -1.163412  -0.168
H  0.242468  0.093219  -3.494920  0.149
H  0.398710  -1.661556  -3.231719  -0.302
H  1.785538  -0.909872  -3.433480  -0.448
H  0.169613  -2.521466  0.868224  0.266
H  -1.500482  -2.495197  0.175289  0.108
H  -1.220804  -2.336754  1.894239  0.101
O  -4.437047  -2.958028  -0.745333  -0.562
S  -4.458188  -2.835850  -2.168129  1.172
O  -4.521805  -3.952407  -3.150973  -0.636
O  -5.643950  -1.736198  -2.599060  -0.385
C  -5.861178  -0.588619  -1.786290  0.250
C  -7.330770  -0.064545  -1.919864  -1.358
C  -3.065745  -1.652666  -2.655453  -0.392
H  -5.143751  0.226640  -1.879947  0.140
H  -5.616336  -0.826882  -0.751210  0.176
H  -7.512318  0.684051  -1.148666  0.383
H  -8.054366  -0.853383  -1.714335  0.353
H  -7.508214  0.380755  -2.898799  0.323
H  -2.138014  -2.184752  -2.444965  -0.158
H  -3.173499  -0.733823  -2.079085  0.043
H  -3.106968  -1.400639  -3.715109  0.628
O  -2.444049  0.997811  -3.967324  -0.564
S  -1.913452  2.361827  -3.860097  1.132
O  -0.516678  2.687767  -4.311746  -0.657
O  -2.976684  3.448232  -4.559788  -0.273
C  -2.456947  4.733908  -4.838406  -0.181
C  -3.209578  5.436302  -5.974029  -1.184
C  -2.135075  2.883669  -2.127790  -0.758
H  -1.406823  4.774052  -5.127766  0.317
H  -2.526107  5.274098  -3.894204  0.288
H  -3.382329  4.674272  -6.734016  0.311
H  -2.644504  6.281858  -6.366228  0.370
H  -4.167015  5.817439  -5.618843  0.289
H  -3.131113  2.644663  -1.755122  0.415
H  -2.064699  3.961599  -1.982174  0.518
H  -1.350582  2.409244  -1.538216  -0.102
O  5.385005  3.880514  0.992241  -0.647
S  4.641095  2.901710  0.184374  1.144
O  4.571529  2.922762  -1.271791  -0.523
O  5.103126  1.379032  0.708815  -0.156
C  5.318255  1.068548  2.095072  0.030
C  5.703021  -0.425079  2.119939  -1.014
C  2.909324  2.949380  0.903049  -0.656
H  4.440155  1.204880  2.726301  0.027
H  6.107641  1.688431  2.520167  0.303
H  5.767707  -0.694282  3.174195  0.348
H  6.651170  -0.633914  1.624457  0.369
H  4.917933  -1.001508  1.630584  0.141
H  2.551502  3.972369  1.019500  0.385
H  2.859148  2.477128  1.884155  0.128
H  2.243001  2.433784  0.211463  0.035
O  0.073389  5.020744  5.791970  -0.610
S  0.522240  4.554094  4.473724  1.109
O  1.714262  3.675427  4.310841  -0.506
O  -0.767947  3.702918  3.825305  -0.370
C  -0.621512  3.067032  2.617945  2.032
C  -1.651807  3.584120  1.627993  -1.010
C  0.563186  5.978950  3.255229  -0.805
H  -0.772418  1.991566  2.711188  -0.750
H  0.360935  3.259938  2.187054  -0.515
H  -2.600058  3.515634  2.161129  0.331
H  -1.864009  2.986259  0.741639  -0.092
H  -1.523451  4.605829  1.270602  0.391
H  0.936182  5.604494  2.301939  0.178
H  1.191216  6.705420  3.770918  0.429
H  -0.338009  6.581534  3.141962  0.325
O  1.553412  -4.179506  -1.095657  -0.548
S  0.415227  -4.829892  -1.707545  1.092
O  -0.928882  -4.503491  -1.218164  -0.540
O  0.431870  -4.437773  -3.347194  -0.202
C  -0.730975  -4.657465  -4.122590  0.158
C  -0.453234  -3.900082  -5.380886  -1.347
C  0.532930  -6.670224  -1.780480  -1.184
H  -1.606293  -4.243694  -3.621875  0.097
H  -0.986178  -5.689451  -4.363375  0.390
H  0.432801  -4.150663  -5.964199  0.366
H  -0.294090  -2.833631  -5.221303  0.184
H  -1.229143  -4.017590  -6.137365  0.424
H  1.400220  -6.937390  -2.384251  0.383
H  -0.368673  -7.032984  -2.274065  0.361
H  0.734521  -6.957461  -0.748510  0.429
O  2.029065  -4.117017  4.372473  -0.627
S  2.152820  -2.697770  3.985163  0.977
O  2.301450  -2.317880  2.541267  -0.347
O  0.894125  -1.906525  4.723223  -0.523
C  0.754378  -0.501760  4.502465  1.092
C  0.936789  0.422723  5.750671  -1.137
C  3.653508  -1.997808  4.877216  -0.885
H  -0.236764  -0.319072  4.087278  -0.361
H  1.472877  -0.156059  3.759270  0.130
H  0.565376  -0.130312  6.613400  0.386
H  0.312193  1.306427  5.620041  0.153
H  1.998121  0.669111  5.781867  0.265
H  4.603449  -2.295781  4.433467  0.359
H  3.658677  -2.480625  5.854439  0.390
H  3.599447  -0.910564  4.932782  0.209

Forces on atoms 1 to 3 (eV/Å):
C -0.7558 -0.0665 0.4524
C 0.4888 -1.1050 0.6131
N -1.3730 3.5082 -1.6357